Below is a 26-piece molecular cluster, C29H31Cl75O3 overall at a distorted geometry, with properties calculated with the ωB97M-V functional and the def2-TZVPD basis.

Each line ends with the Mulliken charge.
Positions of all 138 atoms, in Å:
1 C -2.4370 1.3563 -1.6936  -0.6939
2 C -3.6900 1.5572 -0.8493  0.3264
3 C -4.7666 2.4467 -1.4886  0.0008
4 O -5.9212 1.5889 -1.6259  -0.3891
5 C -5.5144 0.3075 -1.5110  0.5806
6 O -6.1141 -0.6491 -1.9179  -0.5336
7 O -4.3614 0.2506 -0.8159  -0.2897
8 H -2.6679 0.5673 -2.4039  0.3997
9 H -1.6519 1.0250 -1.0203  0.1416
10 H -2.1360 2.2608 -2.2092  -0.0772
11 H -3.4912 1.7429 0.2017  0.3424
12 H -5.0952 3.2904 -0.8967  -0.0023
13 H -4.4520 2.6976 -2.4992  0.2417
14 C -5.6425 -3.4756 0.2987  0.0017
15 Cl -4.8202 -4.1729 1.6957  -0.0691
16 Cl -4.5412 -3.3493 -1.0595  -0.1113
17 Cl -7.0729 -4.4320 -0.1025  0.0074
18 H -5.9717 -2.4763 0.5540  0.1821
19 C -1.2161 -3.8239 2.1058  0.4637
20 Cl -0.4797 -3.8155 0.5005  -0.1265
21 Cl -0.2445 -4.7640 3.2393  -0.1346
22 Cl -1.4572 -2.1810 2.6988  -0.0832
23 H -2.1828 -4.2971 2.0156  -0.1284
24 C 1.5006 0.0508 1.7932  0.2292
25 Cl 2.9872 0.2359 0.8666  -0.0348
26 Cl 1.7981 0.2720 3.5194  -0.1380
27 Cl 0.2628 1.1796 1.2304  -0.0970
28 H 1.1279 -0.9532 1.6444  -0.0265
29 C 6.7970 -0.2389 2.1545  -0.0457
30 Cl 7.4888 -1.8502 1.9852  -0.0197
31 Cl 6.3738 0.4348 0.5740  0.1131
32 Cl 5.3933 -0.2824 3.2198  -0.0533
33 H 7.5400 0.4022 2.6104  0.0835
34 C -0.5642 3.6853 -4.8984  -0.2803
35 Cl -2.0944 2.8069 -4.7869  -0.1354
36 Cl -0.7998 5.3300 -5.4842  -0.0352
37 Cl 0.2377 3.7238 -3.3286  0.0185
38 H 0.0664 3.1605 -5.6027  0.4286
39 C -6.4842 -4.0300 5.3793  0.1004
40 Cl -6.8395 -3.2338 6.9111  -0.1212
41 Cl -6.8993 -2.9954 4.0144  -0.1151
42 Cl -4.7841 -4.5055 5.3020  -0.0679
43 H -7.0865 -4.9263 5.3159  0.1984
44 C -11.5353 -5.3176 -0.4797  0.2000
45 Cl -11.9492 -4.3767 0.9545  -0.1585
46 Cl -11.9340 -4.4179 -1.9515  0.0089
47 Cl -9.8387 -5.8025 -0.3845  -0.0724
48 H -12.1342 -6.2161 -0.4815  0.0282
49 C 2.1676 5.7379 -0.2552  0.7588
50 Cl 1.9994 6.1381 -1.9622  -0.0709
51 Cl 0.9657 6.5894 0.7159  -0.1331
52 Cl 2.0399 3.9944 -0.0259  -0.0076
53 H 3.1522 6.0341 0.0770  -0.5595
54 C -3.7372 -5.0382 9.0505  -0.0581
55 Cl -3.7166 -3.3258 8.6293  -0.0905
56 Cl -5.3913 -5.6473 9.1511  -0.1050
57 Cl -2.7967 -5.9824 7.8940  -0.1087
58 H -3.2800 -5.1483 10.0238  0.3576
59 C -7.2682 -4.6074 -4.7895  0.2302
60 Cl -6.9080 -3.3523 -5.9722  -0.1274
61 Cl -8.8821 -5.2637 -5.0530  -0.1106
62 Cl -6.0671 -5.8988 -4.8488  -0.1385
63 H -7.2404 -4.1638 -3.8082  0.1356
64 C -7.7394 -8.6841 2.2477  -0.0419
65 Cl -7.5595 -7.1433 1.4144  0.0192
66 Cl -7.7402 -8.4527 3.9990  -0.1284
67 Cl -9.2066 -9.5161 1.7259  -0.1356
68 H -6.8930 -9.3075 1.9945  0.2928
69 C 5.5054 6.1830 2.4083  -0.0708
70 Cl 5.4293 6.7441 0.7333  -0.1512
71 Cl 4.2709 6.9759 3.3831  -0.1072
72 Cl 5.3310 4.4305 2.4751  -0.0363
73 H 6.4759 6.4471 2.8053  0.3442
74 C 8.2523 1.9502 5.8825  -0.0775
75 Cl 8.8364 0.2934 5.7391  -0.0489
76 Cl 7.9229 2.6637 4.2991  -0.0899
77 Cl 6.8219 2.0246 6.9087  -0.1276
78 H 9.0305 2.5400 6.3468  0.3504
79 C -12.5538 -1.4954 -4.8869  -0.0121
80 Cl -12.1335 -0.1898 -5.9951  -0.1312
81 Cl -14.1666 -2.1251 -5.2391  -0.1240
82 Cl -11.3552 -2.7845 -4.9440  -0.0246
83 H -12.5656 -1.0926 -3.8832  0.2906
84 C 10.6727 -0.8092 -0.8578  0.1104
85 Cl 9.7738 0.3186 0.1572  -0.0957
86 Cl 9.5735 -1.9210 -1.6738  -0.1225
87 Cl 11.6805 0.0503 -2.0167  -0.1047
88 H 11.3233 -1.3900 -0.2169  0.1662
89 C 15.6010 -0.5666 -0.7240  0.0280
90 Cl 16.2902 -2.1876 -0.8189  -0.1306
91 Cl 15.2848 0.0716 -2.3363  -0.1236
92 Cl 14.1490 -0.5672 0.2812  -0.0489
93 H 16.3274 0.0786 -0.2493  0.2944
94 C 8.4191 -3.7871 5.8921  0.2609
95 Cl 9.9062 -3.6098 4.9505  -0.0277
96 Cl 8.7363 -3.5044 7.6053  -0.1367
97 Cl 7.1817 -2.6953 5.2905  0.0283
98 H 8.0624 -4.8014 5.7785  -0.1093
99 C -2.4077 8.9592 -4.3255  -0.1750
100 Cl -1.8098 8.0841 -2.9174  -0.0200
101 Cl -1.0688 9.5020 -5.3364  -0.0622
102 Cl -3.5283 7.9622 -5.2571  -0.0942
103 H -2.9424 9.8342 -3.9798  0.3552
104 C -14.2312 -7.4063 -3.4959  0.0310
105 Cl -14.0890 -5.8484 -4.3030  -0.0547
106 Cl -14.2100 -7.2210 -1.7348  -0.1369
107 Cl -15.6956 -8.2466 -4.0036  -0.1268
108 H -13.3812 -8.0124 -3.7777  0.2858
109 C 0.6423 13.3379 -6.2786  0.0414
110 Cl 1.3330 11.7955 -6.7878  -0.1113
111 Cl 0.0755 14.2596 -7.6706  -0.1197
112 Cl -0.6588 13.0938 -5.1138  -0.1069
113 H 1.4221 13.9085 -5.7938  0.2892
114 C 5.2995 1.7124 -2.7988  -0.2032
115 Cl 5.1237 2.1333 -4.5036  -0.0591
116 Cl 4.0760 2.5069 -1.8058  0.0877
117 Cl 5.2106 -0.0297 -2.5393  -0.1252
118 H 6.2724 2.0516 -2.4676  0.3210
119 C 6.8764 -7.1025 3.8124  -0.0176
120 Cl 7.0507 -5.4858 3.1308  -0.0225
121 Cl 6.3217 -7.0142 5.4884  -0.1423
122 Cl 5.7834 -8.0849 2.8418  -0.1226
123 H 7.8484 -7.5766 3.8080  0.3147
124 C 3.8209 4.6993 -7.1189  -0.0272
125 Cl 4.5821 3.1673 -7.5540  -0.1318
126 Cl 3.3012 5.5769 -8.5560  -0.1367
127 Cl 2.4678 4.4166 -6.0246  -0.0098
128 H 4.5502 5.3040 -6.5973  0.3022
129 C -5.4372 7.8525 -0.4238  -0.0726
130 Cl -4.5869 8.3757 1.0287  -0.1215
131 Cl -4.9557 8.8165 -1.8173  -0.0658
132 Cl -5.1524 6.1381 -0.7341  -0.0698
133 H -6.4970 7.9942 -0.2645  0.3258
134 C 14.4230 -1.6197 4.4812  0.0055
135 Cl 12.8671 -2.4476 4.5597  -0.0654
136 Cl 14.2768 -0.0786 3.6356  -0.1227
137 Cl 15.0852 -1.3866 6.0990  -0.1255
138 H 15.1095 -2.2427 3.9242  0.2817

- HOMO-LUMO gap: 0.3956 hartree
- LUMO: 0.15 eV

Below is H4NO2SSi as an isolated structure at a distorted geometry, with properties calculated with the ωB97M-V functional and the def2-TZVPD basis.

Each line ends with the Mulliken charge.
Positions of all 9 atoms, in Å:
1 N 0.5806 -1.2335 1.1229  -0.5371
2 O -2.0608 2.7557 -0.3103  -0.5014
3 O -0.9893 -0.0264 -0.7484  -0.5425
4 Si 0.5087 -0.3919 -0.3753  0.3800
5 S -1.8169 1.8763 -1.5277  0.1912
6 H 1.4589 -1.0985 1.5050  0.1811
7 H -0.1461 -1.0320 1.7719  0.2278
8 H 1.4962 0.5890 -0.1629  -0.2123
9 H 0.9687 -1.4387 -1.2751  -0.1867

- ΔE to the lowest compared entry with this formula, charge and spin: 14.1 kcal per mole
- HOMO-LUMO gap (spin up / spin down): 0.2448 / 0.2448 hartree
- LUMO (spin up / spin down): 3.74 / 3.74 eV
- Charge: -1

Below is C39H52Cl3N5O3SSiSn as an isolated structure, with properties calculated with the ωB97M-V functional and the def2-TZVPD basis.

Each line ends with the Mulliken charge.
Positions of all 105 atoms, in Å:
1 Sn -0.3528 -0.7476 -1.2956  1.0153
2 N 2.3328 1.6677 -1.5490  -0.1649
3 C 2.5678 1.8530 -0.0690  -1.1280
4 C 2.3334 0.6459 0.8260  -0.8793
5 N 0.9725 0.1650 1.0492  1.0142
6 C 0.1056 1.0785 1.7992  -0.4283
7 C -0.7706 1.8685 0.8496  0.5352
8 N -1.4887 0.9622 -0.0577  -0.2114
9 H 3.1230 2.1890 -1.9442  0.4959
10 H 2.5631 0.7059 -1.8095  0.4709
11 H 3.6404 2.0294 0.0309  0.4804
12 H 2.0748 2.7664 0.2608  0.2401
13 H 2.9193 -0.1857 0.4231  0.5804
14 H 2.7970 0.9142 1.7844  0.3380
15 H 1.0577 -0.6883 1.5905  -0.4484
16 H -0.5218 0.4823 2.4651  -0.4014
17 H 0.6707 1.7627 2.4428  0.4490
18 H -1.4478 2.5198 1.4067  0.5938
19 H -0.1473 2.5011 0.2212  -0.8772
20 H -2.2807 0.5049 0.3873  0.2174
21 H -1.8712 1.4766 -0.8445  0.0175
22 Cl -2.1182 -2.5006 9.9789  -0.1854
23 C -1.6602 -2.8191 8.3468  0.3461
24 C -1.3018 -4.1026 7.9661  -0.9929
25 C -0.9272 -4.3429 6.6548  -0.2437
26 C -0.9085 -3.3224 5.7127  -1.0326
27 C -0.5206 -3.5828 4.2774  1.7241
28 C -1.7695 -3.7779 3.4156  -1.3780
29 N -1.4392 -3.5455 2.0109  0.2655
30 C -0.9460 -4.4417 1.0975  -0.6335
31 C -0.5794 -3.7126 0.0093  -1.0998
32 N -0.8389 -2.3798 0.2538  0.7688
33 C -1.3537 -2.3253 1.4706  -0.6552
34 O 0.2890 -4.7306 4.1542  -0.4416
35 C 1.5957 -4.5292 3.6092  -0.6578
36 C 2.3273 -3.3574 4.1900  -0.3571
37 C 2.7030 -3.2342 5.4971  0.7781
38 Cl 2.5071 -4.4031 6.7259  -0.1613
39 S 3.4785 -1.7450 5.8307  -0.1699
40 C 3.3352 -1.2579 4.1993  -0.5616
41 C 2.7100 -2.2036 3.4456  -0.4112
42 C -1.2846 -2.0512 6.1312  1.0306
43 Cl -1.2895 -0.7169 4.9887  -0.2717
44 C -1.6560 -1.7763 7.4329  -0.9578
45 H -1.3111 -4.9012 8.6941  0.4532
46 H -0.6241 -5.3352 6.3503  0.5120
47 H 0.0116 -2.7008 3.9081  -0.1850
48 H -2.5569 -3.0790 3.6924  0.5057
49 H -2.1398 -4.7945 3.5350  0.3732
50 H -0.8988 -5.4965 1.3042  0.5807
51 H -0.1606 -4.0524 -0.9226  0.5966
52 H -1.6666 -1.4394 1.9987  0.3869
53 H 1.5280 -4.3996 2.5223  0.2213
54 H 2.1222 -5.4622 3.8066  0.4090
55 H 3.7522 -0.3146 3.8862  0.3776
56 H 2.5683 -2.1300 2.3738  0.6911
57 H -1.9352 -0.7772 7.7342  0.4831
58 C -3.4250 -2.9700 -2.0810  -1.4444
59 C -3.4424 -1.4509 -2.0995  0.6570
60 C -4.2289 -0.8878 -0.9241  -1.0443
61 O -2.1359 -0.9027 -2.1627  -0.3606
62 H -4.4392 -3.3617 -2.1694  0.4610
63 H -3.0012 -3.3479 -1.1494  0.2037
64 H -2.8387 -3.3521 -2.9167  0.3079
65 H -3.9449 -1.1392 -3.0228  0.3477
66 H -3.7796 -1.2086 0.0231  -0.0664
67 H -5.2598 -1.2423 -0.9315  0.4867
68 H -4.2620 0.2037 -0.9592  0.2685
69 C -2.7374 2.2738 -3.2348  -1.2794
70 C -1.4534 2.1511 -4.0324  1.8000
71 C -1.1425 3.4289 -4.7852  -1.8609
72 C -1.5569 0.9543 -4.9584  -1.8283
73 Si 1.0934 2.5008 -3.0070  -1.6965
74 O -0.3737 1.8479 -3.0425  1.2256
75 C 1.0988 4.2871 -2.5394  1.7421
76 C 0.1215 4.7555 -1.6499  0.0217
77 C 0.0592 6.0919 -1.2928  -0.9979
78 C 0.9657 6.9942 -1.8352  -0.6550
79 C 1.9180 6.5588 -2.7438  -0.9119
80 C 1.9816 5.2181 -3.0970  -0.8398
81 C 2.2564 1.8533 -4.2896  1.5608
82 C 3.4956 2.4386 -4.5908  -0.4872
83 C 4.3349 1.8819 -5.5403  -1.0608
84 C 3.9593 0.7210 -6.2045  -0.5487
85 C 2.7535 0.1087 -5.9018  -0.9128
86 C 1.9118 0.6688 -4.9513  -0.3943
87 H -3.5810 2.1657 -3.9191  0.5150
88 H -2.8342 3.2484 -2.7535  0.3409
89 H -2.8337 1.4523 -2.5321  -0.1733
90 H -1.9730 3.6561 -5.4566  0.5521
91 H -0.2568 3.3122 -5.4169  0.3679
92 H -1.0277 4.2775 -4.1145  0.3876
93 H -2.4660 1.0421 -5.5539  0.5025
94 H -1.6139 0.0384 -4.3749  0.2682
95 H -0.7239 0.9170 -5.6562  0.4141
96 H -0.6293 4.0763 -1.2625  0.3108
97 H -0.7047 6.4376 -0.6091  0.4748
98 H 0.9140 8.0403 -1.5651  0.4228
99 H 2.6036 7.2661 -3.1903  0.4742
100 H 2.7088 4.9148 -3.8372  0.2773
101 H 3.8219 3.3425 -4.0895  0.3028
102 H 5.2812 2.3542 -5.7670  0.4562
103 H 4.6138 0.2910 -6.9507  0.4285
104 H 2.4670 -0.8051 -6.4047  0.4719
105 H 0.9868 0.1671 -4.7061  0.4956

- ΔE to the lowest compared entry with this formula, charge and spin: 17.4 kcal per mole
- HOMO-LUMO gap: 0.3086 hartree
- LUMO: -4.42 eV
- Charge: +2

Below is C5H8O in the gas phase, with properties calculated with the ωB97M-V functional and the def2-TZVPD basis.

Each line ends with the Mulliken charge.
Positions of all 14 atoms, in Å:
1 C 0.7465 0.4135 1.6161  -1.0526
2 C 0.6861 -0.7858 0.7176  -0.0671
3 C 0.4648 -0.7959 -0.5984  -0.3472
4 C -0.1136 0.3745 -1.3634  -0.6299
5 C -1.5717 0.2370 -0.9724  0.1242
6 O -2.0727 0.7962 -0.0273  -0.4642
7 H 0.0194 0.3556 2.4338  0.2629
8 H 0.5771 1.3556 1.0900  0.2429
9 H 1.7443 0.4485 2.0706  0.3527
10 H 0.8593 -1.7439 1.2050  0.3372
11 H 0.5015 -1.7434 -1.1321  0.3447
12 H 0.0228 0.2691 -2.4449  0.3007
13 H 0.2698 1.3473 -1.0435  0.2727
14 H -2.1333 -0.5282 -1.5509  0.3230

- ΔE to the lowest compared entry with this formula, charge and spin: 27.9 kcal per mole
- HOMO-LUMO gap: 0.3796 hartree
- LUMO: 1.07 eV

| no. | E (hartree) |
| --- | --- |
| 1 | -35863.6201 |
| 2 | -895.3511 |
| 3 | -4299.0074 |
| 4 | -270.5134 |